1.
Formula: C24H30GaN2O8P2
Source: the Open Molecules 2025 dataset
Level of theory: ωB97M-V/def2-TZVPD

Structure (XYZ):
```
67
Properties=species:S:1:pos:R:3:mulliken_charge:R:1
C -0.920 -3.516 -0.248 -0.838
C 0.013 -2.196 -0.016 0.428
O 0.405 -1.961 1.268 -0.644
N 0.531 -1.230 -1.049 0.246
C 2.040 -1.194 -1.137 -0.785
C -0.139 -1.352 -2.395 -0.624
C -1.568 -0.490 -2.500 -0.725
C -2.880 -1.336 -2.004 -0.056
C -4.175 -0.288 -2.154 -0.542
Ga -5.944 -1.251 -2.671 0.211
P -5.723 -3.477 -1.966 -0.080
P -7.573 -4.612 -2.171 0.734
O -7.552 -5.629 -3.408 -0.675
O -9.012 -3.623 -2.247 -0.487
O -7.714 -5.595 -0.704 -0.530
C -7.469 -0.204 -1.661 0.092
C -7.098 0.874 -0.436 -0.135
C -8.483 1.528 0.207 -0.289
C -10.007 1.196 -0.251 -0.215
N -10.261 0.255 -1.378 -0.527
C -9.054 -0.363 -1.996 -0.136
H -1.931 -3.368 0.356 0.247
H -0.365 -4.422 0.296 0.341
H -1.070 -3.849 -1.357 0.219
H 2.396 -0.093 -1.332 0.269
H 2.584 -1.645 -0.205 0.260
H 2.333 -1.847 -2.086 0.302
H -0.243 -2.452 -2.803 0.238
H 0.583 -0.802 -3.172 0.426
H -1.710 -0.305 -3.670 0.323
H -1.514 0.555 -1.978 0.226
H -3.068 -2.344 -2.580 0.064
H -2.775 -1.519 -0.842 0.023
H -4.290 0.239 -1.099 0.135
H -3.874 0.555 -2.926 0.234
H -6.171 -1.079 -4.259 -0.260
H -4.810 -4.087 -2.938 0.054
H -9.771 -4.302 -2.236 0.296
H -8.479 -5.176 -0.210 0.308
H -6.010 1.131 -0.094 0.181
H -8.347 2.315 1.088 0.207
H -10.928 1.703 0.310 0.255
H -9.286 -1.111 -2.900 0.271
C 4.983 0.192 0.641 -0.034
C 5.701 0.279 1.765 -0.605
C 7.044 0.892 1.771 0.306
O 7.702 0.970 2.799 -0.578
C 7.561 1.406 0.488 -0.339
C 6.843 1.319 -0.636 -0.495
C 5.500 0.706 -0.642 0.616
O 4.842 0.628 -1.670 -0.522
H 3.996 -0.256 0.620 0.246
H 5.335 -0.093 2.715 0.458
H 8.548 1.854 0.509 0.443
H 7.209 1.691 -1.586 0.415
C 7.468 4.201 4.180 -0.294
C 8.492 3.363 4.366 -0.427
C 9.773 3.833 4.931 0.309
O 10.712 3.067 5.101 -0.557
C 9.876 5.263 5.284 -0.362
C 8.852 6.100 5.097 -0.385
C 7.571 5.631 4.532 0.340
O 6.632 6.396 4.363 -0.554
H 6.522 3.873 3.765 0.460
H 8.432 2.311 4.113 0.713
H 10.822 5.591 5.698 0.404
H 8.912 7.152 5.350 0.402
```

Results
2S+1: 1
Total charge: -1

---

2.
Formula: C24H30N2O5
Source: the Open Molecules 2025 dataset
Level of theory: ωB97M-V/def2-TZVPD

Structure (XYZ):
```
61
Properties=species:S:1:pos:R:3:mulliken_charge:R:1
C -0.876 3.116 -6.861 -1.296
H -1.628 2.423 -7.231 0.324
C -0.921 3.194 -5.341 -0.378
C -0.656 1.834 -4.705 -0.652
O -0.725 1.994 -3.302 -0.374
C -0.531 0.912 -2.507 0.344
C -0.638 1.147 -1.134 0.254
C -0.442 0.127 -0.224 0.262
C -0.141 -1.154 -0.679 -0.442
C -0.045 -1.391 -2.035 -1.269
C -0.234 -0.370 -2.954 -0.406
H -0.149 -0.587 -4.007 0.444
H 0.184 -2.384 -2.392 0.363
H 0.015 -1.954 0.029 0.490
C -0.505 0.409 1.260 -0.112
N 0.818 0.447 1.857 0.342
C 0.966 -0.474 2.824 0.957
O 1.938 -0.708 3.523 -0.732
C -0.338 -1.187 2.941 1.323
C -1.202 -0.686 2.033 -1.453
C -2.614 -0.970 1.771 0.236
O -3.360 -0.130 1.294 -0.671
C -3.085 -2.314 2.100 0.167
C -4.376 -2.779 2.218 -0.531
C -4.274 -4.149 2.520 -0.501
C -2.935 -4.422 2.552 -0.498
O -2.217 -3.330 2.300 -0.201
H -2.399 -5.334 2.734 0.459
H -5.076 -4.838 2.688 0.455
H -5.265 -2.193 2.106 0.551
O -0.465 -2.107 3.894 -0.634
H 0.393 -2.140 4.360 0.350
C 1.867 1.313 1.392 -0.948
H 2.442 1.642 2.261 0.441
H 1.407 2.182 0.917 0.351
C 2.810 0.597 0.389 -0.705
N 3.687 1.465 -0.350 0.471
C 4.602 2.246 0.460 -0.597
H 4.168 3.214 0.763 0.308
C 5.917 2.485 -0.277 -1.330
H 6.618 3.004 0.371 0.440
H 5.765 3.084 -1.171 0.311
H 6.348 1.532 -0.572 0.325
H 4.812 1.675 1.367 0.446
C 3.038 2.189 -1.431 -0.421
C 3.096 1.387 -2.730 -1.130
H 2.559 0.448 -2.622 0.108
H 2.641 1.956 -3.537 0.280
H 4.128 1.168 -2.986 0.427
H 3.553 3.140 -1.579 0.520
H 1.988 2.414 -1.200 0.107
H 3.416 -0.124 0.945 0.444
H 2.200 0.044 -0.329 -0.020
H -1.017 1.367 1.418 0.389
H -0.887 2.145 -0.808 0.512
H 0.339 1.468 -4.997 0.351
H -1.409 1.108 -5.041 0.413
H -1.899 3.546 -5.012 0.306
H -0.173 3.900 -4.978 0.313
H -1.066 4.094 -7.294 0.389
H 0.100 2.774 -7.199 0.328
```

Results
2S+1: 1
Relative energy (zero: lowest compared OMol25 entry of this formula, charge and spin): 292.9 kJ/mol
SMILES: CCCOc1cccc([C@H]2C(C(=O)c3ccco3)=C(O)C(=O)N2CCN(CC)CC)c1

---

3.
Formula: C24H30N2O5
Source: the Open Molecules 2025 dataset
Level of theory: ωB97M-V/def2-TZVPD

Structure (XYZ):
```
61
Properties=species:S:1:pos:R:3:mulliken_charge:R:1
C -0.919 -4.434 -0.153 -1.639
C -0.915 -3.074 0.528 0.551
H -1.474 -2.345 -0.077 -0.260
H -1.393 -3.142 1.517 0.278
O 0.426 -2.667 0.660 -0.402
C 0.680 -1.410 1.129 0.948
C -0.279 -0.511 1.559 -0.643
C 0.087 0.762 1.971 -0.415
C 1.410 1.158 1.956 -0.284
C 2.384 0.242 1.563 -0.151
C 2.043 -1.037 1.159 0.996
O 2.910 -2.016 0.782 -0.556
C 4.294 -1.742 0.711 -0.533
C 4.692 -1.020 -0.573 -0.648
H 4.431 -1.635 -1.431 0.251
H 4.178 -0.066 -0.665 0.043
H 5.765 -0.847 -0.578 0.425
H 4.764 -2.730 0.743 0.385
H 4.624 -1.180 1.594 0.339
H 3.413 0.562 1.551 0.398
C 1.774 2.597 2.202 -1.330
H 2.644 2.683 2.854 0.423
H 0.932 3.103 2.675 0.337
C 2.087 3.279 0.848 -0.891
N 1.235 2.743 -0.187 -0.150
C 1.707 1.788 -1.003 0.223
O 2.904 1.632 -1.207 -0.783
C 0.719 0.870 -1.670 0.624
C 1.306 -0.095 -2.491 -0.768
C 0.586 -1.108 -3.093 -0.665
C -0.782 -1.200 -2.892 -0.980
C -1.382 -0.250 -2.095 0.305
C -0.665 0.784 -1.480 0.256
C -1.643 1.588 -0.707 0.655
O -1.478 2.606 -0.051 -0.827
N -2.854 1.006 -0.876 0.205
C -4.037 1.473 -0.208 -0.979
C -4.719 0.374 0.612 -0.662
O -3.762 -0.253 1.430 -0.070
C -4.317 -1.185 2.320 -0.979
H -4.811 -2.005 1.782 0.358
H -3.494 -1.582 2.911 0.266
H -5.048 -0.712 2.987 0.338
H -5.194 -0.368 -0.052 0.405
H -5.513 0.830 1.224 0.468
H -4.758 1.871 -0.933 0.295
H -3.707 2.279 0.453 0.410
C -2.828 -0.154 -1.724 -0.442
H -3.475 -0.017 -2.600 0.326
H -3.164 -1.049 -1.186 0.266
H -1.363 -1.993 -3.341 0.507
H 1.092 -1.834 -3.710 0.434
H 2.375 -0.031 -2.630 0.523
H 0.229 2.816 -0.025 0.402
H 3.117 3.076 0.548 0.434
H 1.940 4.360 0.922 0.414
H -0.684 1.453 2.277 0.241
H -1.326 -0.769 1.558 0.212
H -0.354 -5.145 0.442 0.367
H -1.938 -4.793 -0.269 0.428
H -0.450 -4.354 -1.130 0.321
```

Results
2S+1: 1
Relative energy (zero: lowest compared OMol25 entry of this formula, charge and spin): 164.6 kJ/mol
SMILES: CCOc1ccc(CCNC(=O)c2cccc3c2C(=O)N(CCOC)C3)cc1OCC

---

no.,orbital gap (eV)
1,4.52
2,7.92
3,7.89